Entry 1:
{"formula": "C28H80O14S10", "method": "ωB97M-V/def2-TZVPD", "symbols": ["C", "S", "O", "C", "H", "H", "H", "H", "H", "H", "C", "S", "O", "C", "H", "H", "H", "H", "H", "H", "C", "S", "O", "C", "H", "H", "H", "H", "H", "H", "C", "S", "O", "C", "H", "H", "H", "H", "H", "H", "C", "S", "O", "C", "H", "H", "H", "H", "H", "H", "C", "S", "O", "C", "H", "H", "H", "H", "H", "H", "C", "S", "O", "C", "H", "H", "H", "H", "H", "H", "C", "S", "O", "C", "H", "H", "H", "H", "H", "H", "C", "S", "O", "C", "H", "H", "H", "H", "H", "H", "C", "S", "O", "C", "H", "H", "H", "H", "H", "H", "C", "O", "C", "C", "O", "C", "H", "H", "H", "H", "H", "H", "H", "H", "H", "H", "C", "O", "C", "C", "O", "C", "H", "H", "H", "H", "H", "H", "H", "H", "H", "H"], "xyz": [[2.486, -3.508, -5.307], [0.726, -3.531, -5.908], [-0.177, -3.251, -4.752], [0.808, -1.958, -6.787], [2.935, -4.497, -5.504], [2.514, -3.357, -4.178], [2.955, -2.766, -5.907], [-0.065, -1.945, -7.501], [1.731, -1.679, -7.339], [0.547, -1.213, -6.045], [3.787, 2.548, 2.614], [4.641, 3.768, 1.633], [4.909, 3.256, 0.309], [3.176, 4.816, 1.485], [4.488, 1.855, 3.080], [3.017, 2.030, 2.050], [3.300, 3.012, 3.490], [3.427, 5.587, 0.751], [2.866, 5.225, 2.454], [2.446, 4.150, 1.100], [4.704, 0.929, -2.261], [4.102, -0.226, -1.055], [2.820, 0.349, -0.444], [3.522, -1.549, -2.167], [5.791, 0.875, -2.322], [4.315, 1.878, -1.898], [4.232, 0.828, -3.257], [3.113, -1.045, -3.125], [2.731, -1.994, -1.590], [4.318, -2.242, -2.366], [-2.257, 6.800, -1.037], [-2.385, 5.053, -0.711], [-1.166, 4.407, -1.251], [-2.151, 5.065, 1.097], [-2.332, 6.873, -2.154], [-1.271, 7.081, -0.680], [-3.034, 7.211, -0.387], [-2.993, 5.448, 1.657], [-1.233, 5.551, 1.475], [-2.142, 4.036, 1.356], [-0.230, 2.636, -3.901], [0.869, 1.675, -2.822], [1.986, 1.100, -3.659], [1.649, 3.073, -1.886], [-0.924, 3.038, -3.129], [-0.567, 1.849, -4.636], [0.472, 3.313, -4.442], [0.826, 3.540, -1.332], [2.099, 3.792, -2.568], [2.389, 2.562, -1.292], [4.001, -2.743, 2.139], [3.224, -2.018, 3.615], [2.587, -3.132, 4.241], [1.839, -1.173, 2.823], [4.593, -1.932, 1.603], [3.252, -3.204, 1.465], [4.690, -3.525, 2.531], [1.313, -0.581, 3.670], [1.162, -1.940, 2.434], [2.163, -0.374, 2.121], [-4.510, 1.452, -1.422], [-3.736, 1.037, 0.122], [-3.814, 2.239, 1.039], [-4.999, -0.151, 0.576], [-5.569, 1.743, -1.321], [-4.480, 0.558, -2.070], [-3.903, 2.199, -1.831], [-4.631, -0.824, 1.401], [-5.153, -0.659, -0.366], [-5.925, 0.352, 0.735], [-0.445, -2.568, 5.479], [-1.135, -0.940, 5.163], [0.018, 0.003, 5.114], [-1.775, -0.998, 3.514], [0.158, -2.440, 6.374], [0.174, -2.905, 4.631], [-1.274, -3.251, 5.578], [-1.045, -1.266, 2.758], [-2.269, -0.011, 3.286], [-2.547, -1.794, 3.471], [2.164, -7.042, 2.392], [1.187, -5.551, 1.957], [1.804, -5.111, 0.685], [-0.371, -6.521, 1.730], [1.701, -7.535, 3.215], [3.176, -6.695, 2.520], [2.190, -7.641, 1.512], [-0.271, -7.319, 2.474], [-0.456, -6.986, 0.771], [-1.218, -5.796, 1.816], [0.243, -3.502, -1.423], [-0.938, -2.660, -0.463], [-0.740, -2.991, 0.971], [-0.198, -1.106, -0.713], [0.190, -3.234, -2.512], [-0.074, -4.542, -1.349], [1.192, -3.424, -0.965], [0.868, -1.112, -0.496], [-0.758, -0.290, -0.237], [-0.327, -1.063, -1.819], [2.557, 4.071, 6.150], [1.949, 4.367, 4.917], [0.718, 3.723, 4.805], [0.024, 4.180, 3.461], [0.407, 3.531, 2.282], [-0.188, 2.181, 2.277], [2.524, 3.000, 6.313], [2.202, 4.699, 6.943], [3.612, 4.246, 6.087], [0.049, 3.885, 5.695], [0.828, 2.646, 4.777], [0.424, 5.247, 3.420], [-1.058, 4.106, 3.600], [-1.354, 2.272, 2.293], [0.154, 1.669, 3.195], [0.095, 1.685, 1.335], [-6.865, -1.600, -3.076], [-6.054, -2.672, -2.625], [-4.865, -3.046, -3.380], [-3.603, -2.204, -3.199], [-3.859, -0.900, -3.678], [-2.657, -0.246, -4.005], [-7.157, -1.708, -4.122], [-6.348, -0.630, -3.207], [-7.773, -1.610, -2.502], [-5.204, -3.114, -4.428], [-4.559, -4.062, -3.137], [-2.830, -2.793, -3.780], [-3.324, -2.148, -2.169], [-2.223, 0.151, -3.035], [-2.828, 0.529, -4.690], [-1.889, -0.933, -4.408]], "e_homo_ev": -8.181, "gap_ev": 8.6, "total_energy_ev": -167338.8337}

---

Entry 2:
{"formula": "C28H80O28S8", "method": "ωB97M-V/def2-TZVPD", "symbols": ["C", "C", "O", "S", "C", "O", "O", "H", "H", "H", "H", "H", "H", "H", "H", "C", "C", "O", "S", "C", "O", "O", "H", "H", "H", "H", "H", "H", "H", "H", "C", "C", "O", "S", "C", "O", "O", "H", "H", "H", "H", "H", "H", "H", "H", "C", "C", "O", "S", "C", "O", "O", "H", "H", "H", "H", "H", "H", "H", "H", "C", "C", "O", "S", "C", "O", "O", "H", "H", "H", "H", "H", "H", "H", "H", "C", "C", "O", "S", "C", "O", "O", "H", "H", "H", "H", "H", "H", "H", "H", "C", "C", "O", "S", "C", "O", "O", "H", "H", "H", "H", "H", "H", "H", "H", "C", "C", "O", "S", "C", "O", "O", "H", "H", "H", "H", "H", "H", "H", "H", "C", "O", "H", "H", "H", "H", "C", "O", "H", "H", "H", "H", "C", "O", "H", "H", "H", "H", "C", "O", "H", "H", "H", "H"], "xyz": [[9.791, 20.576, 12.608], [9.471, 20.360, 14.037], [10.234, 19.305, 14.504], [9.679, 17.881, 14.819], [8.927, 18.147, 16.328], [8.679, 17.494, 13.872], [10.817, 17.006, 15.074], [9.579, 19.626, 12.083], [10.801, 20.837, 12.442], [9.122, 21.361, 12.241], [9.718, 21.285, 14.635], [8.401, 20.092, 14.180], [9.634, 18.800, 16.816], [8.884, 17.198, 16.778], [7.983, 18.581, 16.286], [12.071, 24.763, 15.279], [12.686, 23.832, 16.350], [12.130, 22.447, 16.117], [12.260, 21.494, 17.345], [13.977, 21.309, 17.591], [11.773, 22.143, 18.503], [11.731, 20.264, 16.935], [12.212, 24.475, 14.224], [12.594, 25.714, 15.336], [11.014, 24.903, 15.524], [13.732, 23.646, 16.120], [12.612, 24.126, 17.444], [14.377, 20.765, 16.773], [14.065, 20.673, 18.506], [14.439, 22.277, 17.806], [10.332, 17.082, 20.640], [11.822, 17.067, 20.442], [12.106, 16.625, 19.065], [13.618, 16.187, 18.845], [13.531, 15.683, 17.178], [14.479, 17.328, 18.979], [13.903, 15.105, 19.724], [9.901, 16.087, 20.544], [9.872, 17.718, 19.855], [9.986, 17.627, 21.505], [12.431, 17.999, 20.582], [12.287, 16.275, 21.061], [14.462, 15.322, 16.827], [13.121, 16.545, 16.604], [12.856, 14.853, 17.115], [19.455, 20.563, 12.481], [18.402, 20.944, 13.495], [18.944, 20.903, 14.844], [18.193, 21.418, 16.071], [18.500, 20.186, 17.324], [18.766, 22.625, 16.475], [16.807, 21.413, 15.773], [18.929, 20.074, 11.614], [20.149, 19.803, 12.915], [19.946, 21.415, 12.012], [18.029, 21.997, 13.349], [17.565, 20.282, 13.456], [18.067, 19.197, 17.274], [18.174, 20.635, 18.267], [19.613, 20.128, 17.335], [8.672, 18.852, 8.870], [9.690, 18.036, 9.621], [10.870, 17.762, 8.826], [11.800, 16.634, 9.508], [13.038, 16.584, 8.207], [12.373, 17.090, 10.786], [11.043, 15.409, 9.549], [9.068, 19.838, 8.841], [7.748, 18.903, 9.391], [8.488, 18.417, 7.863], [10.101, 18.481, 10.532], [9.331, 17.050, 10.040], [13.481, 15.568, 8.221], [13.837, 17.249, 8.479], [12.518, 16.871, 7.326], [15.888, 21.032, 8.615], [15.338, 20.790, 10.043], [14.868, 22.019, 10.590], [13.746, 21.941, 11.772], [14.747, 21.890, 13.263], [13.138, 23.271, 11.667], [12.957, 20.730, 11.642], [15.082, 21.584, 8.038], [16.100, 20.027, 8.164], [16.735, 21.652, 8.660], [14.442, 20.084, 10.044], [16.045, 20.297, 10.746], [15.355, 22.794, 13.075], [15.362, 20.976, 13.154], [14.132, 21.865, 14.199], [8.727, 12.164, 7.899], [9.620, 12.353, 9.071], [9.348, 11.390, 10.156], [10.567, 11.175, 11.126], [10.688, 12.746, 11.925], [10.120, 10.200, 12.057], [11.759, 10.881, 10.366], [8.724, 11.206, 7.304], [9.019, 13.007, 7.200], [7.710, 12.398, 8.113], [10.679, 12.407, 8.852], [9.333, 13.302, 9.487], [11.195, 13.468, 11.301], [11.373, 12.545, 12.766], [9.657, 12.872, 12.219], [14.441, 14.901, 12.906], [15.005, 15.052, 11.463], [14.722, 13.776, 10.707], [15.617, 13.438, 9.482], [14.969, 11.834, 9.239], [15.273, 14.301, 8.364], [16.984, 13.459, 9.950], [13.395, 14.606, 12.843], [14.476, 15.949, 13.228], [15.002, 14.153, 13.440], [14.454, 15.814, 10.902], [16.077, 15.101, 11.303], [13.948, 11.915, 8.826], [14.884, 11.334, 10.228], [15.613, 11.337, 8.531], [13.487, 18.413, 13.924], [14.485, 18.547, 12.919], [12.880, 19.326, 13.907], [12.744, 17.673, 13.606], [14.041, 18.231, 14.840], [14.048, 18.853, 12.089], [17.134, 17.150, 8.152], [16.367, 17.599, 9.257], [18.125, 17.690, 8.105], [17.350, 16.086, 8.308], [16.613, 17.423, 7.213], [16.956, 17.606, 10.034], [17.706, 17.483, 13.116], [17.007, 18.004, 11.954], [17.159, 17.440, 14.050], [18.094, 16.427, 13.060], [18.593, 18.066, 13.245], [16.090, 18.005, 12.285], [17.558, 16.274, 16.714], [16.870, 17.464, 16.360], [18.076, 16.423, 17.662], [16.885, 15.434, 16.647], [18.347, 16.162, 15.941], [16.334, 17.744, 17.099]], "e_homo_ev": -10.015, "gap_ev": 10.3, "total_energy_ev": -174339.0365, "smiles": "CCOS(C)(=O)=O.CCOS(C)(=O)=O.CCOS(C)(=O)=O.CCOS(C)(=O)=O.CCOS(C)(=O)=O.CCOS(C)(=O)=O.CCOS(C)(=O)=O.CCOS(C)(=O)=O.CO.CO.CO.CO", "de_lowest_kcal_mol": 8.2}

---

Entry 3:
{"formula": "C28H81F2N8O13PbS2", "method": "ωB97M-V/def2-TZVPD", "symbols": ["Pb", "N", "S", "O", "O", "F", "S", "O", "O", "F", "O", "H", "H", "O", "H", "H", "C", "C", "C", "O", "C", "N", "H", "H", "H", "H", "H", "H", "H", "H", "H", "H", "H", "C", "C", "C", "O", "C", "N", "H", "H", "H", "H", "H", "H", "H", "H", "H", "H", "H", "C", "C", "C", "O", "C", "N", "H", "H", "H", "H", "H", "H", "H", "H", "H", "H", "H", "C", "C", "C", "O", "C", "N", "H", "H", "H", "H", "H", "H", "H", "H", "H", "H", "H", "C", "C", "C", "O", "C", "N", "H", "H", "H", "H", "H", "H", "H", "H", "H", "H", "H", "C", "C", "C", "O", "C", "N", "H", "H", "H", "H", "H", "H", "H", "H", "H", "H", "H", "C", "C", "C", "O", "C", "N", "H", "H", "H", "H", "H", "H", "H", "H", "H", "H", "H"], "xyz": [[1.116, -1.632, -3.411], [0.561, -0.886, -1.333], [1.427, -0.401, -0.078], [1.103, -1.054, 1.125], [1.771, 0.973, -0.072], [2.815, -1.045, -0.516], [-0.986, -0.442, -0.749], [-1.286, 0.861, -0.329], [-1.581, -1.557, -0.127], [-1.649, -0.545, -2.208], [3.056, -0.138, -3.104], [3.175, 0.622, -2.513], [3.691, -0.015, -3.821], [1.395, -3.583, -1.621], [0.766, -3.310, -0.939], [1.539, -4.525, -1.465], [-5.815, -0.804, -6.378], [-5.525, 0.641, -5.971], [-4.822, 0.672, -4.639], [-4.559, 2.023, -4.312], [-3.785, 2.129, -3.128], [-4.712, 1.216, -7.052], [-4.970, -1.421, -6.078], [-6.151, -0.961, -7.398], [-6.657, -1.168, -5.772], [-6.459, 1.204, -5.961], [-3.879, 0.108, -4.671], [-5.452, 0.247, -3.842], [-3.027, 2.901, -3.250], [-3.326, 1.186, -2.828], [-4.456, 2.436, -2.318], [-3.963, 0.602, -7.352], [-4.252, 2.056, -6.712], [-4.590, -4.004, -7.228], [-3.606, -4.269, -6.118], [-4.278, -4.029, -4.747], [-3.309, -4.226, -3.748], [-3.597, -3.722, -2.472], [-3.195, -5.679, -6.189], [-4.864, -2.975, -7.434], [-5.533, -4.545, -7.101], [-4.197, -4.391, -8.173], [-2.692, -3.669, -6.140], [-5.109, -4.744, -4.693], [-4.691, -3.013, -4.737], [-4.145, -4.429, -1.839], [-4.206, -2.808, -2.423], [-2.671, -3.445, -1.962], [-2.728, -6.029, -5.364], [-4.030, -6.231, -6.348], [3.123, 2.165, 3.483], [4.177, 2.719, 2.530], [5.441, 3.199, 3.201], [6.274, 3.714, 2.190], [7.500, 4.242, 2.642], [4.474, 1.673, 1.533], [2.306, 1.773, 2.880], [2.713, 2.972, 4.099], [3.547, 1.419, 4.155], [3.696, 3.595, 2.073], [5.928, 2.377, 3.747], [5.189, 3.975, 3.937], [8.225, 3.442, 2.811], [7.325, 4.787, 3.578], [7.884, 4.966, 1.928], [3.817, 1.802, 0.770], [5.371, 1.887, 1.104], [3.330, 5.061, -2.288], [2.031, 5.841, -2.201], [1.114, 5.235, -1.122], [0.510, 4.059, -1.623], [-0.894, 4.118, -1.683], [2.340, 7.266, -2.012], [3.181, 3.995, -2.470], [3.870, 5.142, -1.340], [3.965, 5.488, -3.065], [1.430, 5.763, -3.111], [0.382, 6.008, -0.861], [1.680, 5.016, -0.208], [-1.351, 4.802, -2.402], [-1.243, 4.243, -0.652], [-1.248, 3.116, -1.937], [1.473, 7.790, -2.099], [2.602, 7.412, -1.038], [-0.732, -1.935, 4.384], [-1.779, -2.957, 3.877], [-3.003, -2.899, 4.788], [-3.663, -1.690, 4.542], [-4.812, -1.516, 5.343], [-2.240, -2.724, 2.523], [-0.500, -1.148, 3.661], [0.232, -2.448, 4.473], [-0.999, -1.455, 5.322], [-1.358, -3.961, 3.937], [-2.695, -3.031, 5.836], [-3.646, -3.770, 4.592], [-5.025, -0.452, 5.425], [-4.626, -1.871, 6.364], [-5.660, -2.071, 4.933], [-1.507, -2.728, 1.836], [-2.867, -1.947, 2.384], [-1.122, 3.677, 3.178], [-1.129, 2.194, 3.514], [-1.773, 1.923, 4.873], [-0.950, 2.338, 5.934], [-0.060, 1.351, 6.392], [-1.830, 1.422, 2.491], [-2.082, 4.135, 3.419], [-0.984, 3.864, 2.104], [-0.266, 4.175, 3.631], [-0.077, 1.887, 3.644], [-2.114, 0.881, 4.969], [-2.725, 2.466, 4.921], [0.683, 1.070, 5.636], [-0.582, 0.443, 6.717], [0.437, 1.762, 7.269], [-1.752, 0.434, 2.699], [-1.491, 1.635, 1.564], [3.142, -3.697, 1.949], [4.302, -4.274, 2.722], [5.617, -3.811, 2.042], [5.562, -3.991, 0.656], [6.641, -3.415, -0.049], [4.282, -3.754, 4.099], [3.113, -4.020, 0.903], [3.365, -2.629, 1.815], [2.110, -3.772, 2.294], [4.348, -5.363, 2.753], [6.374, -4.464, 2.508], [5.836, -2.769, 2.314], [6.806, -2.393, 0.317], [6.369, -3.382, -1.101], [7.562, -3.988, 0.099], [5.229, -3.844, 4.469], [4.216, -2.738, 4.025]], "e_homo_ev": -10.415, "charge": 1, "gap_ev": 4.6, "total_energy_ev": -101228.5931, "de_lowest_kcal_mol": 39.3}